No. 1
# C43H42BrIrN8O

C43H42BrIrN8O as an isolated structure at a distorted geometry (ωB97M-V/def2-TZVPD, the OMol25 dataset).

* E_LUMO (alpha / beta): -3.8 / -3.9 eV
* DFT total energy: -132114.8824 eV
* HOMO level (alpha / beta): -0.3317 / -0.3318 Ha
* charge: +1
* ⟨S²⟩: 0.785
* multiplicity: 2
* gap between HOMO and LUMO (alpha / beta): 0.1915 / 0.1900 Ha

```
96
Properties=species:S:1:pos:R:3:forces:R:3
Ir 0.2876 0.4213 -0.3721 1.037 1.126 -1.188
C -2.8375 -0.8831 -2.8446 -0.015 -0.027 0.178
C -3.1065 0.4108 -2.0718 0.068 0.080 -0.076
C -1.9599 1.4369 -2.1555 0.167 0.078 0.093
N -1.2021 1.6157 -0.9158 -1.315 0.254 0.526
C -1.7008 2.4134 0.0369 0.130 -0.046 -0.212
C -2.8428 3.2182 -0.1585 -0.002 0.069 0.037
C -3.4577 4.1554 0.6554 -0.052 -0.113 -0.055
C -3.2326 4.5021 1.9769 0.011 -0.028 0.059
C -2.2238 3.9936 2.7744 0.035 0.098 -0.016
C -1.1777 3.1524 2.4410 0.050 -0.018 -0.029
C -0.8544 2.4932 1.2409 -0.023 -0.119 -0.082
N 0.2876 1.8270 1.1009 0.198 -0.464 0.231
C 1.5120 2.2890 1.7232 -0.014 0.063 -0.234
C 2.5924 2.5247 0.6356 -0.074 -0.099 -0.023
C 2.0711 2.7733 -0.7859 -0.195 0.020 0.012
N 1.4934 1.5869 -1.4122 0.104 0.198 0.110
C 1.3485 1.4901 -2.7311 -0.032 -0.146 -0.093
C 1.4953 2.5715 -3.6026 0.018 -0.019 -0.032
C 1.4572 2.6219 -4.9972 0.085 0.030 0.026
C 1.5026 1.6003 -5.9171 0.016 0.003 0.023
C 1.5649 0.2401 -5.6072 -0.083 -0.054 -0.004
C 1.3107 -0.3977 -4.4168 0.099 0.042 -0.002
C 0.9056 0.1372 -3.1580 -0.078 0.007 0.047
N 0.2521 -0.5567 -2.2481 0.210 0.055 0.034
C -0.4333 -1.7885 -2.6419 0.212 -0.017 0.239
C -1.8679 -1.8449 -2.1350 -0.010 0.050 -0.136
H -2.4549 -0.6373 -3.8410 -0.024 -0.009 -0.008
H -3.7904 -1.3905 -3.0069 0.012 -0.022 0.033
H -3.2930 0.1822 -1.0192 -0.071 0.001 -0.011
H -4.0191 0.8681 -2.4608 0.008 0.008 0.001
H -2.3435 2.4025 -2.4774 0.053 0.058 -0.055
H -1.2611 1.1380 -2.9264 0.003 0.001 -0.074
H -3.3012 3.1317 -1.1304 -0.032 0.026 -0.011
H -4.2810 4.6763 0.1778 -0.036 -0.046 0.007
H -3.9131 5.2147 2.4236 0.007 -0.005 0.007
H -2.2323 4.3120 3.8115 0.024 0.045 -0.015
H -0.4990 2.9276 3.2548 0.014 0.015 -0.012
H 1.8951 1.5857 2.4697 -0.045 0.002 0.010
H 1.3125 3.2312 2.2352 0.040 0.014 0.028
H 3.2789 1.6812 0.5948 0.086 0.017 0.058
H 3.1811 3.3951 0.9309 0.038 -0.010 -0.055
H 2.9233 3.0854 -1.3951 -0.022 0.067 -0.030
H 1.3457 3.5993 -0.7840 0.001 -0.003 0.014
H 1.5808 3.5330 -3.1120 -0.042 0.000 -0.010
H 1.4475 3.6259 -5.4078 0.027 -0.003 0.008
H 1.5480 1.8719 -6.9634 0.050 -0.001 0.010
H 1.8065 -0.4197 -6.4342 -0.038 -0.005 0.002
H 1.4088 -1.4760 -4.4327 -0.050 -0.001 -0.033
H 0.1140 -2.6550 -2.2579 0.053 0.021 -0.018
H -0.4463 -1.8676 -3.7291 -0.033 -0.034 -0.018
H -1.8763 -1.6323 -1.0680 -0.004 -0.071 0.007
H -2.2079 -2.8765 -2.2578 -0.006 0.014 -0.031
Br 3.5669 -5.5568 6.6781 0.067 -0.001 0.065
C 1.8619 -5.6554 5.8923 -0.068 0.032 -0.040
C 1.0912 -4.5015 5.7879 -0.045 -0.030 -0.009
C -0.1391 -4.5573 5.1646 0.040 0.048 0.045
C -0.5935 -5.7704 4.6212 -0.313 0.047 -0.160
C 0.1628 -6.9371 4.7988 0.155 -0.072 0.025
C 1.3916 -6.8778 5.4237 -0.061 -0.034 -0.011
N -1.7348 -5.8912 3.8574 0.219 -0.233 -0.021
N -2.4591 -4.8477 3.6168 -0.026 0.214 0.380
C -2.2028 -3.8868 2.8036 -0.076 0.071 -0.240
C -3.1584 -2.7784 2.8287 0.085 -0.183 0.011
C -2.9337 -1.6202 2.2029 0.202 0.122 -0.138
C -1.7084 -1.4172 1.4316 -0.206 -0.357 0.277
O -1.4901 -0.3453 0.8804 0.566 -0.193 -0.051
C -0.7703 -2.5764 1.2870 -0.323 0.454 0.094
N 0.2650 -2.3430 0.4963 -0.018 -0.695 -0.088
C 1.0690 -3.3580 0.2175 -0.078 -0.050 0.093
C 0.8597 -4.6408 0.7181 0.072 0.032 -0.077
C -0.1961 -4.8645 1.5779 -0.053 0.022 -0.017
C -1.0384 -3.7971 1.8992 -0.088 -0.179 0.164
H 1.4585 -3.5695 6.1948 -0.009 -0.008 0.015
H -0.7559 -3.6706 5.1036 0.043 0.019 -0.036
H -0.2267 -7.8737 4.4220 0.010 0.022 -0.023
H 1.9877 -7.7711 5.5474 0.005 0.010 -0.008
H -4.0456 -2.9283 3.4309 0.011 -0.054 -0.015
H -3.6323 -0.7955 2.2512 0.041 0.024 -0.006
H 1.9032 -3.1472 -0.4438 0.030 0.006 0.035
H 1.5226 -5.4472 0.4342 -0.018 0.003 0.006
H -0.3829 -5.8535 1.9694 0.021 0.016 0.030
C 6.4133 -1.5031 1.0100 -0.037 0.004 0.001
C 4.9871 -1.1938 0.6611 0.081 -0.045 0.006
C 4.6044 -0.8825 -0.6382 -0.032 -0.036 0.008
C 3.2878 -0.5543 -0.9113 0.009 -0.093 -0.040
N 2.3439 -0.5250 0.0299 -0.826 -0.067 0.478
C 2.6959 -0.8615 1.2756 0.032 0.011 0.050
C 3.9869 -1.1941 1.6304 0.000 0.021 -0.015
H 6.9724 -1.8384 0.1382 -0.005 -0.001 0.005
H 6.4731 -2.2680 1.7835 -0.003 0.004 -0.011
H 6.9035 -0.6071 1.3964 -0.003 -0.003 -0.005
H 5.3278 -0.8928 -1.4433 -0.020 0.010 0.000
H 2.9802 -0.3039 -1.9158 0.054 -0.009 0.021
H 1.9011 -0.8576 2.0115 0.019 0.023 -0.030
H 4.2128 -1.4539 2.6571 -0.015 0.029 -0.006
```
Positions in Å, forces in eV/Å.

No. 2
# C43H42Cl2F6MoN7O3PS2Te

C43H42Cl2F6MoN7O3PS2Te as an isolated structure (ωB97M-V/def2-TZVPD, the OMol25 dataset).

* E_LUMO (alpha / beta): 2.1 / 1.6 eV
* DFT total energy: -143313.6633 eV
* HOMO level (alpha / beta): -0.1454 / -0.1781 Ha
* charge: -1
* ⟨S²⟩: 3.799
* multiplicity: 4
* gap between HOMO and LUMO (alpha / beta): 0.2230 / 0.2358 Ha

```
108
Properties=species:S:1:pos:R:3:forces:R:3
Mo -0.0887 0.0390 -0.6093 -0.153 -0.311 0.232
C -7.6726 -2.8077 -4.2525 -0.067 -0.006 -0.021
C -6.3516 -2.6544 -3.5532 0.041 0.015 0.032
C -6.2900 -2.4593 -2.1755 0.026 -0.013 -0.021
C -5.0703 -2.3384 -1.5296 0.006 0.044 -0.004
C -3.8958 -2.4083 -2.2647 -0.077 0.041 0.307
C -3.9346 -2.6091 -3.6326 0.059 -0.082 -0.069
C -5.1598 -2.7292 -4.2680 -0.037 -0.004 -0.050
S -2.3413 -2.1959 -1.4240 -0.019 0.030 0.050
O -1.3451 -2.6394 -2.3707 -0.025 -0.082 0.015
O -2.4410 -2.8469 -0.1480 -0.017 -0.045 -0.011
N -2.2425 -0.5920 -1.1541 0.341 0.079 -0.361
C -2.1006 0.1002 -2.3702 -0.128 0.027 -0.133
C -3.1080 0.4754 -3.2499 0.040 0.067 -0.139
C -2.7392 1.1283 -4.4144 -0.036 -0.043 0.071
C -1.4008 1.4190 -4.6702 -0.028 -0.033 0.048
C -0.4631 1.0841 -3.7163 -0.143 0.040 0.109
N -0.8276 0.4405 -2.6066 0.250 -0.010 -0.029
H -8.4876 -2.4154 -3.6450 -0.006 0.001 -0.001
H -7.8866 -3.8594 -4.4552 0.004 -0.007 0.004
H -7.6769 -2.2838 -5.2087 0.004 0.004 -0.007
H -7.2074 -2.4031 -1.6019 -0.015 0.007 0.004
H -5.0211 -2.1859 -0.4593 0.010 0.003 0.018
H -3.0064 -2.6704 -4.1846 0.014 0.009 0.008
H -5.1921 -2.8828 -5.3408 0.001 0.000 -0.007
H -4.1370 0.2534 -3.0095 -0.020 0.016 -0.031
H -3.4996 1.4231 -5.1263 -0.012 0.004 -0.006
H -1.0963 1.9310 -5.5711 -0.008 0.002 -0.017
H 0.5842 1.3406 -3.8056 0.027 0.013 0.025
C 6.3196 1.5284 -0.9215 0.028 -0.008 -0.057
N 5.2129 0.5891 -1.1165 -0.110 0.066 0.140
N 3.9886 1.1793 -1.4223 -0.078 -0.109 0.181
C 2.9881 0.5336 -0.7534 0.201 -0.095 0.213
O 1.7924 0.8454 -0.9451 -0.316 0.119 -0.203
C 3.5993 -0.4517 0.0657 0.027 0.069 -0.117
C 4.9341 -0.3375 -0.1282 -0.034 -0.103 -0.113
C 6.0346 -1.0109 0.6062 0.011 0.009 0.020
C 3.8064 2.0030 -2.5511 0.021 0.044 -0.085
C 2.8185 2.9847 -2.5141 0.074 -0.013 -0.040
C 2.6158 3.7701 -3.6373 0.001 -0.002 -0.004
C 3.3983 3.6004 -4.7727 -0.038 0.049 -0.012
C 4.3838 2.6251 -4.7922 0.034 -0.020 -0.024
C 4.5872 1.8134 -3.6869 -0.108 0.035 0.029
H 6.4064 2.1546 -1.8064 0.015 0.004 0.012
H 7.2332 0.9468 -0.8231 0.002 0.016 0.021
H 6.1590 2.1437 -0.0369 0.010 0.004 -0.007
H 3.0802 -1.0854 0.7609 0.007 -0.018 0.034
H 5.6516 -1.9132 1.0768 -0.001 0.004 0.017
H 6.4022 -0.3537 1.3970 -0.007 0.021 0.005
H 6.8603 -1.2753 -0.0546 -0.005 -0.009 -0.006
H 2.2077 3.1191 -1.6323 0.020 -0.016 0.012
H 1.8387 4.5227 -3.6090 -0.001 0.017 -0.019
H 3.2405 4.2284 -5.6400 -0.008 -0.002 -0.006
H 4.9903 2.4809 -5.6774 -0.001 0.006 -0.001
H 5.3253 1.0232 -3.7044 0.023 -0.012 0.019
F 2.4413 1.4687 1.9218 0.141 0.036 0.135
P 3.6888 1.9527 2.8405 0.043 0.036 -0.015
F 4.5861 2.1604 1.4822 -0.004 -0.016 0.023
F 2.7990 1.7413 4.1720 0.002 0.010 -0.011
F 4.2163 0.4178 2.9318 -0.018 0.003 -0.003
F 4.9514 2.4301 3.7325 -0.045 -0.034 -0.024
F 3.1881 3.4855 2.7255 0.011 -0.052 -0.004
C 0.2030 7.1460 1.1419 -0.006 -0.016 0.018
C 0.1249 5.6695 1.4068 0.033 0.010 0.108
C 0.4498 5.1319 2.6470 -0.038 -0.021 -0.075
C 0.3048 3.7638 2.7826 -0.029 0.119 -0.005
N -0.1214 3.0051 1.7856 0.110 -0.121 0.070
C -0.3752 3.5910 0.6152 0.159 -0.023 -0.174
S -0.8296 2.6020 -0.7506 -0.110 -0.188 -0.052
N -0.2759 4.9074 0.3934 -0.015 0.066 0.011
H 0.8120 7.6549 1.8882 -0.003 -0.005 0.007
H -0.8006 7.5757 1.1618 -0.002 0.006 -0.008
H 0.6168 7.3215 0.1506 0.006 0.000 -0.013
H 0.8184 5.7455 3.4559 0.017 -0.003 0.008
H 0.5448 3.2534 3.7088 0.012 0.000 0.010
Cl 1.9681 -2.2502 -2.5463 0.007 0.006 -0.017
C 1.7211 -3.2751 -1.1703 0.064 -0.063 -0.043
C 2.2847 -4.5386 -1.1784 -0.038 0.012 0.058
C 2.0968 -5.3781 -0.0914 -0.016 0.009 0.030
C 1.3568 -4.9492 1.0027 0.074 -0.040 -0.096
C 0.8128 -3.6799 1.0069 -0.002 0.030 -0.083
Cl -0.0919 -3.1521 2.3756 -0.023 0.056 0.022
C 0.9740 -2.8012 -0.0812 -0.197 -0.321 0.108
N 0.4507 -1.5502 -0.0665 0.328 0.659 -0.165
H 2.8547 -4.8564 -2.0399 0.011 -0.008 -0.008
H 2.5273 -6.3706 -0.0976 0.002 -0.008 0.007
H 1.1999 -5.5893 1.8593 0.003 -0.018 0.005
C -3.2903 -3.2707 6.9058 -0.004 -0.029 0.044
C -2.8528 -2.4029 5.7581 0.033 0.039 -0.014
C -1.6319 -1.7501 5.7742 -0.035 -0.034 -0.016
C -1.2232 -0.9223 4.7279 0.008 -0.027 -0.044
C 0.1417 -0.2936 4.8120 0.060 0.027 0.035
C -2.0789 -0.7355 3.6414 0.205 -0.105 0.049
Te -1.5591 0.6175 2.0845 -0.533 0.173 0.125
C -3.3115 -1.4050 3.5936 0.063 0.010 0.005
C -4.2098 -1.2810 2.3980 -0.068 0.045 -0.046
C -3.6759 -2.2254 4.6503 -0.006 -0.005 0.012
H -2.4573 -3.4858 7.5753 0.006 -0.001 0.003
H -3.6945 -4.2210 6.5530 -0.006 -0.007 -0.009
H -4.0712 -2.7820 7.4941 0.001 -0.002 -0.005
H -0.9627 -1.8903 6.6177 0.007 -0.005 0.017
H 0.2355 0.3200 5.7102 0.012 0.017 -0.007
H 0.3867 0.3357 3.9555 -0.016 -0.006 0.004
H 0.9130 -1.0649 4.8605 0.005 0.001 0.008
H -3.7313 -1.7233 1.5212 0.016 -0.022 -0.021
H -4.4142 -0.2331 2.1601 -0.011 0.001 0.026
H -5.1601 -1.7880 2.5741 0.002 -0.008 -0.022
H -4.6262 -2.7488 4.6033 -0.016 -0.002 0.004
```
Positions in Å, forces in eV/Å.